Record 1
# C6H12AlO14S2

A structure of composition C6H12AlO14S2 at a distorted geometry (wB97M-V/def2-TZVPD, the Open Molecules 2025 dataset).

Output
Maximum force (eV/A): 3.32
Orbital gap (eV): 2.644
Charge: -1
Highest occupied orbital energy (eV): -5.5
Relative energy (zero: lowest compared OMol25 entry of this formula, charge and spin) (kcal/mol): 113.7

CARTESIAN COORDINATES (ANGSTROEM)
Al: -8.112 34.278 5.332
S: -9.261 31.323 6.884
O: -10.356 31.110 7.838
O: -8.591 30.055 6.516
O: -9.778 31.895 5.658
O: -8.304 32.313 7.370
S: -7.692 37.805 5.072
O: -6.556 38.747 4.905
O: -8.972 38.500 5.185
O: -7.755 36.846 3.985
O: -7.546 36.905 6.293
C: -10.864 37.466 2.626
O: -11.775 36.434 2.872
C: -11.479 35.140 3.194
O: -10.383 34.727 3.537
O: -12.680 34.454 3.306
C: -12.808 33.095 3.697
H: -9.864 37.034 2.602
H: -10.832 38.185 3.445
H: -11.138 37.985 1.707
H: -12.799 33.047 4.786
H: -12.134 32.428 3.158
H: -13.800 32.674 3.533
C: -6.646 29.580 3.712
O: -5.442 29.956 4.311
C: -5.332 31.229 4.764
O: -6.227 32.054 4.990
O: -3.996 31.479 4.959
C: -3.524 32.742 5.400
H: -7.004 30.289 2.966
H: -7.388 29.374 4.484
H: -6.469 28.614 3.240
H: -3.183 33.305 4.531
H: -2.649 32.512 6.007
H: -4.213 33.405 5.925

Atoms 1-3, force components in eV/Å:
Al -0.279 0.083 0.847
S -0.707 -2.034 0.394
O 0.632 -0.178 -0.264

Mulliken population analysis, charges in e, atoms 1 to 5: atom 1 (Al): 1.32, atom 2 (S): 1.27, atom 3 (O): -0.61, atom 4 (O): -0.58, atom 5 (O): -0.54


Record 2
# C6H12BF10NO8S2Tl

A structure of composition C6H12BF10NO8S2Tl at a distorted geometry (wB97M-V/def2-TZVPD, the Open Molecules 2025 dataset).

Output
Maximum force (eV/A): 7.53
Orbital gap (eV): 3.201
Charge: +1
Highest occupied orbital energy (eV): -14.2
Relative energy (zero: lowest compared OMol25 entry of this formula, charge and spin) (kcal/mol): 69.1

CARTESIAN COORDINATES (ANGSTROEM)
Tl: 2.309 -25.417 22.578
B: -1.058 -26.418 23.288
F: -1.583 -27.514 22.578
F: -2.038 -25.795 23.995
F: 0.007 -26.781 23.977
F: -0.618 -25.423 22.434
C: 1.247 -29.826 24.702
F: -0.078 -30.050 24.401
F: 1.315 -28.804 25.545
F: 1.578 -31.055 25.222
S: 2.203 -29.444 23.100
O: 3.000 -30.740 22.884
O: 1.178 -29.365 22.082
N: 3.125 -28.012 23.425
S: 4.245 -28.392 24.440
O: 4.623 -27.112 25.101
O: 4.040 -29.658 25.260
C: 5.801 -28.874 23.338
F: 5.673 -30.134 22.959
F: 5.855 -28.131 22.266
F: 6.949 -28.641 24.097
C: 4.698 -22.359 23.268
C: 5.247 -23.637 23.999
O: 5.114 -24.816 23.168
O: 3.281 -22.515 23.219
H: 5.162 -22.175 22.299
H: 4.994 -21.484 23.847
H: 4.837 -23.886 24.978
H: 6.281 -23.467 24.298
H: 5.983 -24.819 22.760
H: 2.827 -21.750 22.856
C: 3.323 -26.546 19.243
C: 2.458 -27.731 19.395
O: 1.463 -27.319 20.372
O: 4.103 -26.403 20.404
H: 2.851 -25.606 18.955
H: 4.110 -26.649 18.496
H: 3.068 -28.523 19.830
H: 2.078 -28.152 18.464
H: 0.742 -27.942 20.251
H: 4.962 -26.368 19.977

Atoms 1-3, force components in eV/Å:
Tl -0.260 -1.012 0.219
B -3.350 -0.739 -1.294
F 0.445 0.197 -0.044

Mulliken population analysis, charges in e, atoms 1 to 5: atom 1 (Tl): 1.29, atom 2 (B): 0.52, atom 3 (F): -0.41, atom 4 (F): -0.29, atom 5 (F): -0.25


Record 3
# C6H12BN

A cluster of 2 separate species, C6H12BN in total at a distorted geometry (wB97M-V/def2-TZVPD, the Open Molecules 2025 dataset).

Output
Maximum force (eV/A): 5.38
Orbital gap (eV): 9.082
Highest occupied orbital energy (eV): -8.4
Relative energy (zero: lowest compared OMol25 entry of this formula, charge and spin) (kcal/mol): 106.4

CARTESIAN COORDINATES (ANGSTROEM)
B: 0.445 -0.014 -0.347
C: 0.096 2.206 -1.751
C: -2.272 -1.049 -1.503
C: 0.795 1.096 -1.401
C: -1.027 -1.299 -1.344
C: 1.586 0.570 1.795
C: 0.087 -1.211 1.809
N: 0.575 -0.122 0.988
H: 0.267 2.661 -2.693
H: -0.529 2.716 -1.066
H: -3.152 -1.670 -1.892
H: -2.727 -0.113 -1.105
H: 1.426 0.720 -2.196
H: -0.641 -2.308 -1.601
H: 0.885 1.057 2.622
H: 2.013 -0.123 2.388
H: 2.234 1.239 1.238
H: -0.883 -1.599 1.412
H: 0.797 -1.943 1.828
H: 0.025 -0.815 2.818

Atoms 1-3, force components in eV/Å:
B -3.473 -0.255 -3.006
C 1.622 -1.562 1.145
C -4.706 1.426 0.268

Mulliken population analysis, charges in e, atoms 1 to 5: atom 1 (B): 0.57, atom 2 (C): -0.71, atom 3 (C): -0.34, atom 4 (C): -0.24, atom 5 (C): -0.60


Record 4
# C6H12BeN2PS

A structure of composition C6H12BeN2PS at a distorted geometry (wB97M-V/def2-TZVPD, the Open Molecules 2025 dataset).

Output
Maximum force (eV/A): 2.18
Orbital gap (alpha / beta) (eV): 4.109 / 3.011
Charge: -1
Highest occupied orbital energy (alpha / beta) (eV): -0.8 / 0.1
Relative energy (zero: lowest compared OMol25 entry of this formula, charge and spin) (kcal/mol): 0.0

CARTESIAN COORDINATES (ANGSTROEM)
C: 0.321 0.162 -2.683
C: -0.914 -0.556 -2.646
C: -0.643 -1.826 -2.078
C: 0.728 -1.897 -1.739
C: 1.324 -0.626 -2.009
Be: 0.068 0.246 -0.635
P: -0.501 2.277 -0.558
H: 0.547 1.011 -3.319
H: -1.817 -0.252 -3.145
H: -1.328 -2.666 -2.080
H: 2.377 -0.397 -1.987
H: 1.265 -2.770 -1.376
H: -1.507 2.349 0.426
H: -1.040 3.085 -1.633
H: 0.576 3.040 -0.038
N: -0.060 1.034 3.139
C: 0.129 -0.237 2.730
N: -0.148 -1.183 3.678
S: 0.711 -0.747 1.205
H: -0.180 1.227 4.129
H: 0.167 1.808 2.531
H: 0.062 -2.124 3.432
H: -0.139 -0.960 4.654

Atoms 1-3, force components in eV/Å:
C -0.131 -0.726 0.198
C 1.366 0.024 -0.070
C 0.901 -0.219 -0.326

Mulliken population analysis, charges in e, atoms 1 to 5: atom 1 (C): -0.52, atom 2 (C): -0.59, atom 3 (C): -0.53, atom 4 (C): -0.68, atom 5 (C): -0.68


Record 5
# C6H12BrN2Pt

A structure of composition C6H12BrN2Pt at a distorted geometry (wB97M-V/def2-TZVPD, the Open Molecules 2025 dataset).

Output
<S²>: 6.015
Maximum force (eV/A): 3.15
2S+1: 5
Orbital gap (alpha / beta) (eV): 6.160 / 5.386
Charge: +1
Highest occupied orbital energy (alpha / beta) (eV): -9.9 / -13.4
Relative energy (zero: lowest compared OMol25 entry of this formula, charge and spin) (kcal/mol): 3.5

CARTESIAN COORDINATES (ANGSTROEM)
C: -3.234 -1.340 -2.787
Pt: -0.337 -1.065 -0.375
N: 0.549 0.024 -1.947
H: -1.560 -1.726 0.307
H: -3.993 -0.548 -2.810
H: -3.714 -2.268 -2.431
H: -2.334 -1.155 -2.088
H: -2.765 -1.524 -3.775
H: 1.587 -0.102 -1.943
H: 0.333 1.002 -1.850
H: 0.213 -0.255 -2.894
Br: 3.258 -1.122 3.681
C: 2.077 0.056 2.649
C: 2.003 1.423 2.854
C: 1.114 2.131 2.058
C: 0.349 1.479 1.077
N: 0.483 0.155 0.909
C: 1.330 -0.597 1.681
H: 2.648 1.861 3.629
H: 1.036 3.199 2.196
H: -0.369 2.015 0.456
H: 1.326 -1.643 1.404

Atoms 1-3, force components in eV/Å:
C 1.374 -0.563 0.473
Pt -1.433 -1.948 -1.243
N 0.816 -0.398 -2.184

Mulliken population analysis, charges in e, atoms 1 to 5: atom 1 (C): -0.51, atom 2 (Pt): 0.50, atom 3 (N): -0.81, atom 4 (H): 0.00, atom 5 (H): 0.26


Record 6
# C6H12CaO6S

A structure of composition C6H12CaO6S at a distorted geometry (wB97M-V/def2-TZVPD, the Open Molecules 2025 dataset).

Output
Maximum force (eV/A): 5.35
Orbital gap (eV): 3.713
Charge: +2
Highest occupied orbital energy (eV): -14.8

CARTESIAN COORDINATES (ANGSTROEM)
O: 1.891 -2.599 1.497
C: 2.880 -1.971 1.034
O: 3.145 -0.603 1.395
C: 3.138 0.135 0.143
C: 1.941 1.238 0.069
O: 1.667 1.837 1.381
S: 0.019 2.289 1.366
O: -0.167 2.966 0.035
O: -0.775 0.795 1.444
C: -2.136 0.864 0.968
C: -2.497 -0.637 0.438
C: -2.062 -0.895 -1.084
O: -1.115 0.056 -1.619
H: 3.567 -2.491 0.263
H: 2.886 -0.625 -0.693
H: 4.148 0.592 -0.138
H: 2.243 2.055 -0.690
H: 1.046 0.696 -0.386
H: -2.301 1.556 0.075
H: -2.906 1.105 1.773
H: -1.966 -1.374 1.152
H: -3.625 -0.800 0.533
H: -1.593 -1.951 -1.135
H: -3.022 -0.937 -1.745
H: -0.804 -0.307 -2.488
Ca: -3.598 -0.996 -3.586

Atoms 1-3, force components in eV/Å:
O 4.198 2.792 -1.788
C -3.325 -1.510 1.814
O -0.476 -2.056 -1.981

Mulliken population analysis, charges in e, atoms 1 to 5: atom 1 (O): -0.47, atom 2 (C): 0.17, atom 3 (O): -0.29, atom 4 (C): -0.44, atom 5 (C): 0.27


What did the second record say?
# C6H12BF10NO8S2Tl

A structure of composition C6H12BF10NO8S2Tl at a distorted geometry (wB97M-V/def2-TZVPD, the Open Molecules 2025 dataset).

Output
Maximum force (eV/A): 7.53
Orbital gap (eV): 3.201
Charge: +1
Highest occupied orbital energy (eV): -14.2
Relative energy (zero: lowest compared OMol25 entry of this formula, charge and spin) (kcal/mol): 69.1

CARTESIAN COORDINATES (ANGSTROEM)
Tl: 2.309 -25.417 22.578
B: -1.058 -26.418 23.288
F: -1.583 -27.514 22.578
F: -2.038 -25.795 23.995
F: 0.007 -26.781 23.977
F: -0.618 -25.423 22.434
C: 1.247 -29.826 24.702
F: -0.078 -30.050 24.401
F: 1.315 -28.804 25.545
F: 1.578 -31.055 25.222
S: 2.203 -29.444 23.100
O: 3.000 -30.740 22.884
O: 1.178 -29.365 22.082
N: 3.125 -28.012 23.425
S: 4.245 -28.392 24.440
O: 4.623 -27.112 25.101
O: 4.040 -29.658 25.260
C: 5.801 -28.874 23.338
F: 5.673 -30.134 22.959
F: 5.855 -28.131 22.266
F: 6.949 -28.641 24.097
C: 4.698 -22.359 23.268
C: 5.247 -23.637 23.999
O: 5.114 -24.816 23.168
O: 3.281 -22.515 23.219
H: 5.162 -22.175 22.299
H: 4.994 -21.484 23.847
H: 4.837 -23.886 24.978
H: 6.281 -23.467 24.298
H: 5.983 -24.819 22.760
H: 2.827 -21.750 22.856
C: 3.323 -26.546 19.243
C: 2.458 -27.731 19.395
O: 1.463 -27.319 20.372
O: 4.103 -26.403 20.404
H: 2.851 -25.606 18.955
H: 4.110 -26.649 18.496
H: 3.068 -28.523 19.830
H: 2.078 -28.152 18.464
H: 0.742 -27.942 20.251
H: 4.962 -26.368 19.977

Atoms 1-3, force components in eV/Å:
Tl -0.260 -1.012 0.219
B -3.350 -0.739 -1.294
F 0.445 0.197 -0.044

Mulliken population analysis, charges in e, atoms 1 to 5: atom 1 (Tl): 1.29, atom 2 (B): 0.52, atom 3 (F): -0.41, atom 4 (F): -0.29, atom 5 (F): -0.25


Question: Among the records above, which one has the lowest maximum force?
Answer: C6H12BeN2PS